Computed, not measured: C25H44BN8O2SSbSi3Ti as an isolated structure in a non-equilibrium geometry, with ωB97M-V/def2-TZVPD.

Values from the calculation:
M (Da): 785.45
<S²>: 2.027
ΔE to the lowest compared entry with this formula, charge and spin (eV): 2.551
HOMO (spin up / spin down) (hartree): -0.194 / -0.303

ORCA input file:
```
! RIJCOSX wB97M-V def2-TZVPD def2/J DEFGRID3
* xyz 0 3
Ti 0.23046 -0.29201 1.22197
B -3.18584 -0.23731 0.66727
N -2.37784 -1.49831 1.05377
C -2.88984 -2.62671 1.55657
C -1.89564 -3.59311 1.58007
C -0.77914 -2.95081 1.06237
N -1.10094 -1.69631 0.72337
N -2.32314 1.04749 0.76917
C -2.87074 2.27659 0.79757
C -1.85714 3.21579 0.80447
C -0.68264 2.46689 0.77567
N -0.98464 1.15549 0.73587
H -4.09074 -0.12191 1.43187
H -3.56944 -0.36401 -0.45923
H -3.91994 -2.69261 1.85057
H -1.97214 -4.60761 1.91297
H 0.22756 -3.31681 0.90347
H -3.93634 2.39269 0.79067
H -1.95144 4.28329 0.82887
H 0.35106 2.78129 0.79657
N -3.46604 3.67959 6.35247
C -2.59604 2.77109 5.80857
C -1.32494 2.58439 6.36587
C -0.41314 1.73759 5.77107
C -0.77264 1.03999 4.63097
C -2.03854 1.17739 4.08577
C -2.94104 2.05209 4.65687
S 0.43116 0.01199 3.84027
O -0.31904 -1.01251 3.07397
O 1.31946 -0.54871 4.81427
N 1.11596 0.94079 2.73617
C 2.31846 0.37919 2.37917
N 2.19786 -0.32201 1.21727
C 3.32376 -0.95731 0.78747
C 4.48536 -0.92441 1.52537
C 4.48816 -0.17941 2.69817
N 3.39296 0.48959 3.11097
H -3.28364 4.02349 7.27907
H -4.43324 3.63319 6.08507
H -1.06374 3.10899 7.27217
H 0.58166 1.59259 6.16717
H -2.31144 0.58209 3.22647
H -3.92194 2.17999 4.21897
H 3.25206 -1.47871 -0.15903
H 5.35936 -1.45611 1.18687
H 5.35106 -0.09641 3.34097
C 0.79116 -4.12751 -2.28903
Si 1.79356 -2.55341 -2.74453
C 1.89636 -2.46111 -4.65973
C 3.60666 -2.96161 -2.22353
Sb 0.62696 -0.49341 -1.50003
Si 1.93136 1.51359 -2.54553
C 0.82256 3.07269 -2.43183
C 2.49636 1.36699 -4.37653
C 3.48526 1.73829 -1.45363
Si -1.48604 -0.41691 -3.03663
C -1.17914 -0.43191 -4.93843
C -2.49214 -2.00121 -2.65623
C -2.47174 1.18949 -2.67473
H 1.28176 -5.02811 -2.64693
H -0.20624 -4.10161 -2.71433
H 0.68266 -4.22091 -1.21233
H 2.47546 -3.29501 -5.04403
H 2.38146 -1.54991 -4.98753
H 0.91756 -2.50071 -5.11953
H 4.05616 -3.63911 -2.94503
H 3.64666 -3.45401 -1.25583
H 4.23236 -2.07541 -2.17883
H 0.12546 3.11799 -3.26263
H 1.41096 3.98569 -2.44663
H 0.24346 3.06649 -1.51183
H 1.70486 0.96929 -5.00163
H 3.36276 0.72319 -4.47753
H 2.76736 2.34009 -4.77233
H 3.20936 1.71999 -0.40023
H 3.99906 2.67559 -1.64723
H 4.19426 0.93099 -1.61873
H -1.22944 -1.43781 -5.33923
H -0.20434 -0.02441 -5.17953
H -1.92434 0.15819 -5.46233
H -2.17734 -2.82061 -3.29573
H -3.55664 -1.85511 -2.81443
H -2.34414 -2.30541 -1.62393
H -2.27874 1.95679 -3.41983
H -2.20204 1.59369 -1.70313
H -3.54304 1.00549 -2.66503
*
```

Results of the Mulliken charge analysis, in e, for atoms 1 through 8:
1. Ti 0.172
2. B -0.853
3. N 0.541
4. C -0.635
5. C -1.493
6. C -0.635
7. N 1.368
8. N 0.043

---

Computed, not measured: BrNaPt as an isolated structure, with ωB97M-V/def2-TZVPD.

Values from the calculation:
M (Da): 297.97
<S²>: 2.028
ΔE to the lowest compared entry with this formula, charge and spin (eV): 0.290
HOMO (spin up / spin down) (hartree): -0.636 / -0.621

ORCA input file:
```
! RIJCOSX wB97M-V def2-TZVPD def2/J DEFGRID3
* xyz 2 3
Na -7.39089 -17.69028 -14.99296
Pt -3.79720 -25.84248 -12.36405
Br -4.12187 -21.84504 -14.73601
*
```

The molecule's natural (NBO) atomic charges, reported in e, are given here:
1. Na 1.000
2. Pt 0.997
3. Br 0.003

---

Computed, not measured: a 15-piece molecular cluster, H30O15 overall in a non-equilibrium geometry, with ωB97M-V/def2-TZVPD.

Values from the calculation:
M (Da): 270.23
ΔE to the lowest compared entry with this formula, charge and spin (eV): 1.763
HOMO (hartree): -0.336

ORCA input file:
```
! RIJCOSX wB97M-V def2-TZVPD def2/J DEFGRID3
* xyz 0 1
O 0.75969 -2.30920 2.59369
H 0.32169 -2.29620 1.72569
H 0.11269 -2.10520 3.22069
O 0.05769 -3.13620 0.09169
H -0.34231 -2.67520 -0.64031
H -0.72331 -3.50920 0.55869
O 0.05069 0.79480 2.61369
H -0.61331 1.37980 2.99469
H -0.24531 0.58980 1.73769
O -1.37931 -2.17220 -2.03931
H -0.72531 -2.37220 -2.73331
H -1.97331 -2.96020 -1.97431
O -0.20331 0.39480 -0.09931
H -0.75831 -0.37020 0.03769
H 0.66269 0.00480 -0.09231
O 3.03369 1.96880 -1.44031
H 3.68169 1.51380 -1.89731
H 2.19569 1.72980 -1.86231
O 2.74869 -0.47120 2.38669
H 1.90169 -0.94120 2.46169
H 3.33669 -1.20420 2.22169
O 2.87469 1.97380 1.24969
H 2.64769 1.03480 1.47669
H 3.06869 1.88580 0.33469
O 0.79269 0.94480 -2.55131
H 0.13769 0.67780 -1.84831
H 0.27569 1.04680 -3.35731
O -2.79231 1.68080 0.02469
H -3.20331 0.92980 -0.39831
H -3.45231 2.29380 0.37569
O -4.10731 -0.53220 -0.61131
H -3.73331 -0.49120 -1.51531
H -3.45231 -1.01420 -0.08531
O -2.16931 -1.56720 0.96469
H -2.46631 -1.00720 1.67769
H -2.37831 -2.46120 1.18369
O 2.31269 -1.07120 -0.74131
H 2.54869 -2.01920 -0.81031
H 2.73269 -0.57320 -1.51831
O 0.55969 2.88880 0.32069
H 1.33269 2.63780 0.84969
H 0.14469 2.07980 -0.01731
O -1.44131 3.16280 -1.78431
H -1.65131 2.39780 -1.24331
H -0.48031 3.24780 -1.84131
*
```

Results of the natural (NBO) charge analysis, in e, for atoms 1 through 8:
1. O -0.955
2. H 0.489
3. H 0.472
4. O -0.947
5. H 0.490
6. H 0.453
7. O -0.961
8. H 0.474

---

Computed, not measured: a 4-piece molecular cluster, C4H16O4 overall in a non-equilibrium geometry, with ωB97M-V/def2-TZVPD.

Values from the calculation:
M (Da): 128.17
<S²>: 0.755
ΔE to the lowest compared entry with this formula, charge and spin (eV): 4.172
HOMO (spin up / spin down) (hartree): -0.510 / -0.467

ORCA input file:
```
! RIJCOSX wB97M-V def2-TZVPD def2/J DEFGRID3
* xyz 1 2
C -2.23578 0.65638 4.58096
O -2.85433 -0.25261 5.33778
H -2.54785 0.75981 3.54173
H -2.37359 1.63878 5.03264
H -1.15117 0.56461 4.63823
H -3.77029 0.03098 5.38463
C 0.59900 1.59151 -3.69559
O -0.75000 1.83856 -4.00895
H 1.07087 2.57295 -3.74249
H 0.76679 1.20103 -2.69186
H 1.04769 0.91885 -4.42656
H -1.19136 1.09855 -3.58564
C 0.42057 0.50993 -0.07360
O 0.19054 0.57875 1.37438
H 0.17662 1.44661 -0.57482
H 1.46899 0.38057 -0.34227
H -0.23348 -0.26953 -0.46444
H -0.66690 0.97671 1.54180
C 1.97471 -2.33119 -1.25507
O 2.64518 -3.60381 -1.47690
H 2.59031 -1.64227 -1.83345
H 0.95743 -2.25483 -1.63902
H 1.92475 -2.15471 -0.18062
H 1.94130 -4.25562 -1.44087
*
```

Results of the natural (NBO) charge analysis, in e, for atoms 1 through 8:
1. C -0.272
2. O -0.445
3. H 0.216
4. H 0.242
5. H 0.216
6. H 0.494
7. C -0.257
8. O -0.626

---

Computed, not measured: a 2-piece molecular cluster, C4H9O2S overall in a non-equilibrium geometry, with ωB97M-V/def2-TZVPD.

Values from the calculation:
M (Da): 121.18
ΔE to the lowest compared entry with this formula, charge and spin (eV): 3.166
HOMO (hartree): -0.113

ORCA input file:
```
! RIJCOSX wB97M-V def2-TZVPD def2/J DEFGRID3
* xyz -1 1
C -0.79012 -0.06395 -1.39743
C -1.45823 -1.33417 0.77149
C -0.78731 1.18236 0.71244
C -0.96783 -0.16678 -0.06145
O 2.21445 1.20755 0.13830
O 4.17478 -0.36524 0.30801
S 2.79032 -0.18873 -0.17183
H -0.67988 -0.76576 -2.16976
H -0.58690 0.90265 -1.68984
H 2.81074 -0.10073 -1.78948
H -1.14721 -2.26291 0.28748
H -2.60966 -1.22057 0.81519
H -1.07910 -1.16273 1.72449
H -1.30596 1.21276 1.66316
H 0.31890 1.11543 0.82142
H -0.89697 2.01082 0.03780
*
```

Results of the natural (NBO) charge analysis, in e, for atoms 1 through 8:
1. C -0.466
2. C -0.648
3. C -0.704
4. C 0.084
5. O -1.074
6. O -1.041
7. S 1.340
8. H 0.186

---

Computed, not measured: C20H12Br2MoN2O as an isolated structure in a non-equilibrium geometry, with ωB97M-V/def2-TZVPD.

Values from the calculation:
M (Da): 552.08
<S²>: 2.047
ΔE to the lowest compared entry with this formula, charge and spin (eV): 0.180
HOMO (spin up / spin down) (hartree): -0.535 / -0.536

ORCA input file:
```
! RIJCOSX wB97M-V def2-TZVPD def2/J DEFGRID3
* xyz 2 3
Mo -0.18027 -0.18821 -0.49306
C -0.44915 -4.41556 0.21815
C -1.75558 -4.52519 0.69168
C -2.51644 -3.38257 0.88431
C -1.97817 -2.13553 0.61014
N -0.68437 -2.04015 0.18275
C 0.04922 -3.16201 -0.01874
C -2.69297 -0.84620 0.71688
C -3.98777 -0.75006 1.20618
C -4.62508 0.48334 1.27428
C -3.97286 1.63617 0.86202
C -2.67714 1.55690 0.36998
C -2.02295 0.33523 0.28772
H 0.16411 -5.28734 0.04286
H -2.17546 -5.49858 0.90732
H -3.53251 -3.46689 1.23769
H 1.06557 -3.00885 -0.36431
H -4.51753 -1.62921 1.54573
H -5.63732 0.53999 1.65042
H -4.47043 2.59416 0.92167
H -2.17824 2.46174 0.04377
Br 1.55960 1.59905 -4.83879
C 2.29086 1.78463 -3.12870
C 3.53475 2.41713 -2.94495
C 4.09169 2.57449 -1.70067
Br 5.72834 3.46995 -1.52317
C 3.43170 2.06938 -0.54059
C 3.87330 2.16136 0.78840
C 3.10470 1.62025 1.80378
C 1.91487 0.97334 1.50800
N 1.45798 0.86145 0.25380
C 2.20313 1.42506 -0.75720
C 1.60592 1.31892 -2.02638
O 0.37167 0.77789 -1.98965
H 4.05417 2.80033 -3.81271
H 4.80759 2.66210 1.00724
H 3.42771 1.68760 2.83228
H 1.31734 0.52590 2.29186
*
```

Results of the natural (NBO) charge analysis, in e, for atoms 1 through 8:
1. Mo 1.715
2. C -0.232
3. C -0.056
4. C -0.211
5. C 0.221
6. N -0.588
7. C 0.089
8. C -0.030

---

Computed, not measured: C3H9N3O as an isolated structure in a non-equilibrium geometry, with ωB97M-V/def2-TZVPD.

Values from the calculation:
M (Da): 103.12
ΔE to the lowest compared entry with this formula, charge and spin (eV): 5.606
HOMO (spin up / spin down) (hartree): -0.294 / -0.294

ORCA input file:
```
! RIJCOSX wB97M-V def2-TZVPD def2/J DEFGRID3
* xyz 0 1
C 0.66626 0.68530 1.53522
C -1.79506 -0.81828 -0.87302
N -0.76216 -0.71313 0.14629
C -0.33766 0.52772 0.51002
N 1.94082 -0.64941 -0.67201
O 1.66251 0.61311 -0.09842
N -1.11392 1.58692 0.39549
H 0.01525 -1.35609 0.02500
H 2.92228 -0.85131 -0.48736
H 1.83943 -0.53921 -1.68105
H -0.60659 2.45712 0.52656
H 1.03344 1.68073 1.74701
H 0.73508 -0.07710 2.31043
H -1.44987 -0.48905 -1.86159
H -2.63789 -0.19670 -0.58544
H -2.11194 -1.86064 -0.93712
*
```

Results of the natural (NBO) charge analysis, in e, for atoms 1 through 8:
1. C -0.045
2. C -0.413
3. N -0.619
4. C 0.423
5. N -0.553
6. O -0.492
7. N -0.773
8. H 0.407

---

Computed, not measured: C40H37AsBIrN8O4PSbSe4 as an isolated structure in a non-equilibrium geometry, with ωB97M-V/def2-TZVPD.

Values from the calculation:
M (Da): 1440.31
<S²>: 8.794
HOMO (spin up / spin down) (hartree): -0.330 / -0.381

ORCA input file:
```
! RIJCOSX wB97M-V def2-TZVPD def2/J DEFGRID3
* xyz 1 6
Ir 0.15111 0.12270 0.23555
C 4.00060 1.14200 1.65327
C 2.75340 1.50185 1.17887
N 2.03451 0.39425 0.92659
N 2.80446 -0.68274 1.22968
C 3.98398 -0.24833 1.67502
B 2.31776 -2.14896 1.04600
N 1.85378 -2.31172 -0.42187
C 2.10115 -3.28838 -1.30171
C 1.26175 -3.11747 -2.39165
C 0.51173 -1.97548 -2.08818
N 0.88784 -1.50069 -0.90169
N 1.07218 -2.37674 1.93681
C 0.72464 -3.44848 2.67229
C -0.54082 -3.23776 3.18373
C -0.90700 -1.97931 2.69900
N 0.07583 -1.46229 1.95715
H 4.81079 1.79756 1.93305
H 2.34894 2.48249 0.97925
H 4.74450 -0.95522 1.97718
H 3.19893 -2.92110 1.30589
H 2.84871 -4.04295 -1.09575
H 1.17600 -3.74379 -3.26634
H -0.27750 -1.50492 -2.65733
H 1.39883 -4.28658 2.77773
H -1.12003 -3.89401 3.81665
H -1.82687 -1.43195 2.86119
O -5.83877 0.30403 -3.95061
C -5.31861 0.49130 -2.72048
O -5.82425 -0.00352 -1.76152
C -4.12085 1.38529 -2.65213
C -4.01907 2.69611 -3.03353
N -2.78490 3.10588 -2.67027
N -2.07276 2.13798 -2.07538
C -2.86881 1.08827 -2.06167
C -2.44291 -0.26000 -1.56923
O -2.94010 -1.22836 -2.07808
O -1.60680 -0.31475 -0.54058
H -5.26907 0.69036 -4.62369
H -4.73231 3.36555 -3.49562
H -2.36632 4.00207 -2.83069
C -0.82406 1.47822 3.33643
C -1.63930 2.45472 4.17552
As -1.39569 2.10589 6.10147
C -2.72862 3.40593 6.69314
C -3.65234 3.05856 7.67725
C -4.60893 3.97355 8.10299
C -4.64479 5.24992 7.55757
C -3.70734 5.61476 6.60229
C -2.74958 4.69915 6.17747
C -2.50105 0.50058 6.11361
C -3.78432 0.47267 5.56293
C -4.52685 -0.70108 5.57338
C -3.99414 -1.85724 6.13771
C -2.72268 -1.83517 6.69415
C -1.97805 -0.65746 6.68073
P -0.75553 1.87078 1.54089
C 0.13658 3.44727 1.44750
C 0.15390 4.12971 0.22933
C 0.88180 5.30260 0.08583
C 1.59701 5.80902 1.16353
C 1.59452 5.13037 2.37551
C 0.87396 3.95077 2.51672
C -2.49361 2.23784 1.16670
C -3.39630 1.18202 1.32793
C -4.75687 1.40198 1.21530
C -5.23189 2.67961 0.93716
C -4.34152 3.72701 0.76598
C -2.97127 3.50990 0.87959
H -1.24301 0.47593 3.41775
H 0.20704 1.40893 3.69394
H -2.69900 2.35263 3.96308
H -1.37495 3.49248 3.98574
H -3.63217 2.06639 8.11110
H -5.32649 3.68807 8.86329
H -5.39559 5.96159 7.88340
H -3.71555 6.61718 6.18976
H -2.01210 5.01221 5.44673
H -4.21647 1.37192 5.13762
H -5.52653 -0.71328 5.15171
H -4.57599 -2.77281 6.14867
H -2.31055 -2.73062 7.14541
H -0.98600 -0.63937 7.11654
H -0.40349 3.72871 -0.60958
H 0.90011 5.81493 -0.86902
H 2.15877 6.73025 1.05909
H 2.16033 5.51473 3.21617
H 0.90291 3.43125 3.46643
H -3.03209 0.18046 1.53558
H -5.45049 0.57688 1.32998
H -6.29830 2.84862 0.84144
H -4.70793 4.72647 0.55725
H -2.28959 4.34444 0.77452
Se 2.33319 2.41827 -5.79175
Sb 2.50085 0.77180 -3.92692
Se 4.62554 0.81800 -2.78969
Se 1.92315 -1.42575 -4.95091
Se 0.93329 1.62168 -2.12548
*
```

Results of the Mulliken charge analysis, in e, for atoms 1 through 8:
1. Ir 2.299
2. C -1.528
3. C -0.395
4. N 0.580
5. N 0.143
6. C -0.160
7. B -0.276
8. N 0.384

---

> M of number 1 (C25H44BN8O2SSbSi3Ti)?

785.45 Da

---

> Look up the M of the fifth one.

121.18 Da